22
Properties=species:S:1:pos:R:3 method="wB97M-V/def2-TZVPD" de_lowest_kj_mol=432.18 charge=0 e_homo_ev="-8.3 / -7.2" max_force_ev_per_a=4.041 energy_ev=-35247.802
C 1.16986 2.82591 0.54304
C 1.40511 1.87819 -0.15216
C 0.08209 -1.62524 2.88053
C -1.49031 -0.07894 -2.85922
C 0.97244 -1.04351 1.99238
C -0.78898 0.68241 -1.94440
C -1.23172 -1.39783 2.57558
C -0.72316 -1.14220 -3.30572
C 0.31672 -0.56143 0.95250
C 0.50749 0.22244 -1.73608
C 1.55886 0.71707 -0.83159
O 2.83853 0.13494 -0.83276
S -1.40398 -0.52263 1.04960
S 0.88537 -1.23032 -2.71621
H 1.14441 3.75073 1.16692
H 0.28627 -2.21596 3.71360
H -2.55002 0.13964 -2.94780
H 2.04143 -0.96438 1.93930
H -0.98228 1.54498 -1.31313
H -2.03959 -1.60055 3.12695
H -0.91337 -1.90385 -4.02922
H 2.80067 -0.72280 -1.29770

146
Properties=species:S:1:pos:R:3 method="wB97M-V/def2-TZVPD" charge=+1 e_homo_ev=-11.8 max_force_ev_per_a=2.950 energy_ev=-119170.096
C 3.60168 1.09567 -0.99638
C 3.48155 -0.30193 -1.61807
O 2.12892 -0.82696 -1.53954
C 1.65383 -0.87579 -0.21395
C 0.50777 0.10933 0.01260
O -0.74040 -0.60542 0.14728
C -1.78618 0.18190 -0.27630
N -3.08491 -0.59966 -0.34799
C -4.24643 0.36434 -0.61174
C -3.93977 1.82700 -0.95270
C -3.52603 2.16357 -2.37240
N -3.27232 3.63340 -2.41033
C -2.97944 -1.79177 -1.27222
I -3.11322 -1.24048 -3.36870
C -3.92794 -2.98029 -1.06340
C -3.41108 -4.11478 -1.98589
I -5.99762 -2.72387 -1.56953
P -3.29654 -1.17032 1.35789
O -2.44324 -2.28707 1.65674
O -4.76985 -1.68868 1.60228
O -3.11183 0.04582 2.35911
H 2.65913 1.60884 -1.07771
H 3.82655 0.95992 0.04464
H 4.39729 1.60925 -1.50393
H 3.70282 -0.23188 -2.67115
H 4.13860 -1.00965 -1.13890
H 1.24755 -1.86796 -0.05475
H 2.43411 -0.74585 0.52123
H 0.51716 0.80144 -0.81599
H 0.69118 0.61229 0.95122
H -1.90748 0.95794 0.46656
H -1.54442 0.61608 -1.23674
H -4.91804 0.00354 -1.36730
H -4.86198 0.41958 0.27278
H -4.90194 2.30837 -0.84108
H -3.33432 2.33407 -0.21631
H -4.37553 1.99862 -3.01353
H -2.63542 1.67263 -2.73207
H -2.50893 3.75538 -3.06497
H -2.84424 3.85974 -1.52136
H -2.00992 -2.24040 -1.23205
H -3.89787 -3.42577 -0.08527
H -3.62134 -5.04408 -1.48256
H -3.96130 -4.12582 -2.90705
H -2.34109 -4.07499 -2.12255
H -5.33718 -0.95258 1.88738
H -3.38712 0.87531 1.93151
O 0.86430 2.05640 -3.23904
H 1.69588 2.53833 -3.29784
H 1.13193 1.13932 -3.09476
O -1.61547 2.93340 -5.17980
H -0.88712 2.61807 -4.63624
H -1.20736 3.06512 -6.04743
O 6.71967 1.20356 -0.94616
H 7.43747 1.83961 -0.86169
H 7.14575 0.36008 -0.72219
O 1.63599 1.62577 2.46753
H 1.22066 1.15453 3.19966
H 2.38939 2.07599 2.86352
O -1.13129 -4.05704 -4.92738
H -1.57677 -3.22263 -5.11089
H -0.64612 -3.89241 -4.11187
O 4.08032 3.26776 1.71899
H 4.27253 3.50332 0.80661
H 4.91349 3.44516 2.17570
O 2.62919 3.71942 4.86251
H 3.03047 3.67887 3.98292
H 1.69835 3.50474 4.71057
O -7.25491 -0.00485 0.53621
H -8.00080 0.34946 0.03974
H -7.27859 -0.95589 0.37050
O 7.03077 2.77252 1.53237
H 6.98412 1.83601 1.75369
H 7.96047 2.92053 1.33519
O 0.44129 5.43994 6.19908
H 1.37182 5.23182 6.05510
H 0.10943 4.66821 6.67627
O 8.02358 4.07260 -1.53134
H 7.94436 4.90914 -1.06252
H 7.95381 4.31136 -2.46058
O 1.27095 3.16786 7.80089
H 1.19283 2.23613 8.02687
H 2.20624 3.28183 7.60014
O 1.29490 8.30030 6.65438
H 0.67540 8.60541 7.32266
H 1.16740 7.34268 6.63361
O -3.93651 0.37267 5.28657
H -3.68452 0.13312 4.38907
H -4.89739 0.29622 5.28891
O 0.54128 2.88914 -6.99958
H 0.93885 3.57515 -7.54585
H 1.26291 2.27838 -6.81517
O -8.28421 -4.05836 0.88646
H -8.40410 -4.72061 1.57513
H -7.43528 -3.65593 1.09509
O 6.60131 -2.28991 0.34661
H 6.77069 -2.97444 -0.30909
H 5.77032 -2.56073 0.74465
O -4.34713 2.55786 7.42514
H -4.50793 1.79860 6.85534
H -5.13950 2.61820 7.97281
O 6.45821 -4.90293 0.25155
H 6.60360 -5.68591 -0.29672
H 6.68850 -5.19059 1.14160
O 5.10593 -6.21670 2.14375
H 4.75031 -6.68108 2.91114
H 4.40384 -6.27382 1.48744
O -6.57931 2.25322 -5.15631
H -6.10742 3.07902 -5.00266
H -5.88894 1.58403 -5.17784
O -0.98920 2.25576 5.97480
H -1.15430 1.92378 6.86242
H -1.85609 2.54400 5.66921
O 1.85664 -5.05102 -5.91907
H 1.72526 -5.76341 -6.55476
H 1.04581 -5.04715 -5.39453
O 8.66693 -0.06461 0.70581
H 9.61705 -0.16341 0.58745
H 8.40312 -0.85766 1.18917
O -2.03621 -2.80855 -7.15196
H -2.77578 -2.49878 -7.68624
H -2.00799 -3.75979 -7.31304
O 4.51520 1.51018 5.38778
H 3.97818 2.29253 5.19831
H 4.87574 1.66975 6.26465
O -1.61603 3.91774 -8.47711
H -2.10503 4.34301 -7.76470
H -1.84410 2.98603 -8.40265
O 7.67498 -7.18248 3.09822
H 7.56557 -7.50014 3.99915
H 6.77765 -7.06906 2.75886
O 5.27637 -6.28078 -2.20735
H 5.08202 -5.44725 -1.76541
H 5.22392 -6.05962 -3.15648
O -5.16637 1.52829 10.01718
H -5.34838 0.67859 10.42983
H -4.26853 1.44656 9.67600
O -4.27687 -4.85700 2.22100
H -3.81955 -4.01338 2.31810
H -3.59352 -5.53331 2.22674
O -9.38263 0.62504 -4.86417
H -8.56511 1.13249 -4.93163
H -9.10015 -0.26523 -4.63755
O 0.77829 -2.13663 -7.12958
H 1.05700 -2.29987 -8.03496
H -0.18395 -2.23580 -7.15203

40
Properties=species:S:1:pos:R:3 method="wB97M-V/def2-TZVPD" de_lowest_kj_mol=300.83 charge=0 e_homo_ev=-8.2 max_force_ev_per_a=1.779 energy_ev=-136000.960
Ag 0.01685 -0.78856 -0.36692
F 3.03950 2.55086 -2.04648
C 3.51827 1.90229 -0.98852
F 3.71102 2.76852 -0.00237
F 4.67089 1.33363 -1.30531
S 2.30802 0.57947 -0.46379
O 2.03087 -0.17433 -1.64957
O 2.86041 -0.09722 0.65663
N 1.14045 1.66207 0.08331
S -2.44739 0.88404 0.07294
O -2.94889 1.12176 -1.28650
O -2.11115 -0.56534 0.28380
C -4.08202 0.95757 1.06611
F -3.91559 0.41800 2.29062
F -4.36258 2.26968 1.25149
F -5.13775 0.38690 0.49992
Se -0.67916 3.07275 -3.03551
N -0.83335 4.13937 -1.66354
C -0.29698 3.55949 -0.61586
C -0.43749 4.08922 0.72445
C -0.46145 3.32199 1.82607
C -0.22770 1.88678 1.93222
N 0.49225 1.09558 1.23509
C 0.30852 2.29075 -0.89768
N 0.19294 1.84886 -2.11749
H -0.65178 5.14700 0.79992
H -0.73488 3.79588 2.76059
H -0.65992 1.39104 2.79645
C -1.34015 -4.06870 0.38473
C 0.08190 -4.04989 -0.05110
N 0.72384 -3.00608 -0.53261
C 1.99605 -3.42616 -0.85070
C 2.12184 -4.74527 -0.55590
N 0.89935 -5.12677 -0.05039
H -1.74856 -3.06312 0.29675
H -1.43240 -4.39981 1.41964
H -1.92334 -4.74202 -0.24501
H 2.71415 -2.74791 -1.27682
H 2.94502 -5.42857 -0.66013
H 0.66036 -6.04374 0.28145

26
Properties=species:S:1:pos:R:3 method="wB97M-V/def2-TZVPD" de_lowest_kj_mol=12.76 charge=-1 spin_multiplicity=2 e_homo_ev="-3.7 / -4.0" max_force_ev_per_a=0.410 energy_ev=-60195.220
Ru -0.47748 0.70805 0.87470
C -2.13556 1.93890 -0.13159
C -2.40993 0.55087 -0.31495
C -2.64547 -0.03323 0.95168
C -2.46926 0.98728 1.93246
C -2.18921 2.20825 1.25589
H -1.91601 2.64676 -0.91442
H -2.48816 0.04884 -1.26397
H -2.87969 -1.06832 1.14088
H -2.55651 0.85681 2.99882
H -2.00897 3.16446 1.71963
S 0.16346 -0.75675 2.60003
S 2.01075 -0.78104 3.25128
S 2.83844 2.27047 1.05375
S 0.92862 2.30792 0.87377
F 3.08763 -2.69814 -2.98990
C 2.30290 -1.96938 -2.14534
C 0.96566 -1.82680 -2.42974
C 0.17498 -1.07082 -1.56519
C 0.68368 -0.45407 -0.41651
C 2.05061 -0.64375 -0.18285
C 2.86366 -1.38797 -1.03019
H 0.54885 -2.29633 -3.31258
H -0.87139 -0.98149 -1.82342
H 2.50944 -0.20261 0.69124
H 3.91896 -1.51791 -0.82348

27
Properties=species:S:1:pos:R:3 method="wB97M-V/def2-TZVPD" charge=0 e_homo_ev=-8.5 smiles=CCOc1ccc2n[n+]([O-])c3c(I)cnn3c2c1 max_force_ev_per_a=5.972 energy_ev=-29703.182
O 1.95441 5.04954 -0.00625
I 5.13624 4.53185 -1.83306
N 3.41188 0.75130 -0.19581
N 0.62528 3.63171 0.64557
O -0.63833 -1.71607 1.62844
C 4.39138 1.52593 -0.71766
C 3.95380 2.88990 -0.72112
C 2.76196 2.90044 -0.13257
C -0.92513 1.99316 1.56381
C -1.25041 0.65059 1.95613
C 0.76398 -0.03757 1.01625
C 0.27588 2.33308 0.93979
C -0.38883 -0.39468 1.53827
C 1.18204 1.27469 0.70990
N 2.47401 1.63364 0.33138
N 1.82030 3.89446 0.26966
C -2.48702 -3.21010 0.77665
C -1.34660 -2.19331 0.53467
H 5.43150 1.19707 -1.08398
H -1.48635 2.78652 2.00186
H -2.24932 0.39006 2.31797
H 1.51305 -0.75447 0.65974
H -2.68199 -3.87737 -0.12209
H -3.44877 -2.89665 1.05128
H -2.15754 -3.91171 1.52283
H -0.64365 -2.71601 -0.19390
H -1.70398 -1.43822 -0.16999

21
Properties=species:S:1:pos:R:3 method="wB97M-V/def2-TZVPD" de_lowest_kj_mol=351.76 charge=0 e_homo_ev="-8.7 / -8.7" max_force_ev_per_a=3.588 energy_ev=-13038.388
C -1.22807 -1.13748 1.70677
C -0.25122 -0.34076 -2.80837
C -0.99563 0.68428 -2.34467
C 0.69004 -1.06502 -2.04685
C -0.83620 1.08013 -0.88060
C 0.79522 -0.73021 -0.71889
C 0.08283 0.37148 -0.16723
C 1.52428 -1.25282 0.41140
C 1.26067 -0.53048 1.51317
C 0.32904 0.49662 1.26401
C -0.21038 1.52974 2.16939
N -1.59559 -2.23377 1.64397
H -0.41763 -0.61415 -3.84162
H -1.75424 1.21230 -3.02416
H 1.42203 -1.67541 -2.51601
H -1.67877 1.78489 -0.43416
H 2.15820 -2.04486 0.20632
H 1.58741 -0.76330 2.50349
H 0.43880 2.37154 2.36783
H -0.20013 0.92269 3.11377
H -1.12066 1.93458 1.88245

21
Properties=species:S:1:pos:R:3 method="wB97M-V/def2-TZVPD" de_lowest_kj_mol=441.23 charge=0 e_homo_ev=-8.1 max_force_ev_per_a=4.353 energy_ev=-13037.460
C 1.44646 -0.41030 -1.67848
C 2.13449 -0.57082 -0.50731
C 0.06596 -0.33507 -1.98908
C 1.62474 -0.77467 0.76308
C -2.25065 -0.18179 -0.62269
C -1.70863 -0.71946 1.89337
C -0.92562 0.02346 -1.08055
C -1.86296 0.08260 0.74151
C 0.31709 -0.45325 1.17927
C -0.47703 0.42163 0.32028
C 0.04059 2.18065 0.48922
N -0.45920 -1.02525 2.09054
H 2.10618 -0.64827 -2.54393
H 3.07428 -0.91527 -0.64280
H -0.20061 -0.75379 -3.08394
H 2.31343 -1.09263 1.65208
H -3.23833 -0.59127 -0.88011
H -2.33232 -1.46703 2.39089
H -0.49540 2.64810 -0.34358
H 1.10167 2.14353 0.33294
H -0.27415 2.43890 1.51930

35
Properties=species:S:1:pos:R:3 method="wB97M-V/def2-TZVPD" de_lowest_kj_mol=303.05 charge=-2 e_homo_ev=-1.4 max_force_ev_per_a=3.598 energy_ev=-297007.101
Rh 0.71649 2.21723 0.67983
Se 4.19759 4.36413 3.95483
Sb 3.10989 2.32843 3.10393
Se 0.39039 2.33733 3.02423
Se 3.08759 2.35123 0.37993
Se 4.20539 0.28383 3.93993
N 0.24639 2.28343 -1.93527
N -1.11471 2.39013 -2.26627
C -2.05621 2.19923 -1.26007
N -3.36601 2.09563 -1.66997
N -1.65561 2.09493 -0.02477
N -2.49821 2.12813 1.01853
O -2.02781 1.76963 2.11303
O -3.68481 2.53433 0.87483
H 0.76769 3.06783 -2.32427
H 0.66819 1.39983 -2.22107
H -1.38961 1.99413 -3.16287
H -3.60031 2.60093 -2.51237
H -3.97631 2.28173 -0.85937
N 0.27579 5.25423 0.12613
C 0.48839 4.15833 0.41753
N 0.54549 -7.65757 -0.52257
C 0.51739 -6.51107 -0.40207
C 0.48949 -5.11697 -0.26067
C 0.79819 -4.28917 -1.35007
C 0.80839 -2.92357 -1.20337
C 0.51849 -2.33237 0.03843
C 0.18339 -3.16737 1.11863
C 0.16859 -4.53147 0.97403
C 0.57509 -0.94217 0.22023
C 0.65119 0.25323 0.46303
H 1.03589 -4.74037 -2.30557
H 1.05829 -2.29277 -2.04777
H -0.05221 -2.71437 2.07023
H -0.08191 -5.16847 1.81113

23
Properties=species:S:1:pos:R:3 method="wB97M-V/def2-TZVPD" de_lowest_kj_mol=0.00 charge=0 e_homo_ev=-8.7 smiles="C#C[C@]1(O)C(=O)N(C)c2ccccc21" max_force_ev_per_a=3.295 energy_ev=-17135.260
C -3.38182 -0.46999 -0.86397
C -2.21323 -0.73170 -0.70394
C 1.77988 1.13632 -2.05260
C 2.20974 1.70859 -0.87044
C 0.76997 0.19965 -2.05363
C 1.61962 1.30085 0.33899
C 0.21028 -0.18116 -0.87157
C 0.56462 0.43284 0.35033
C -0.77375 -1.27165 1.05834
C -0.85387 -1.18162 -0.61442
C 0.17817 0.11451 2.82206
N -0.09681 -0.17249 1.42719
O -1.22062 -2.15275 1.75551
O -0.72753 -2.44143 -1.32603
H -4.39903 -0.03850 -1.12296
H 2.20990 1.64786 -2.97753
H 2.87975 2.60080 -0.75594
H 0.22547 -0.18190 -2.89216
H 1.90850 1.98529 1.19184
H 1.10107 0.72331 2.82074
H -0.62678 0.67183 3.14979
H 0.18914 -0.84093 3.35125
H -1.55269 -2.85771 -1.16083

24
Properties=species:S:1:pos:R:3 method="wB97M-V/def2-TZVPD" de_lowest_kj_mol=234.94 charge=-1 e_homo_ev="-3.0 / -3.0" max_force_ev_per_a=4.641 energy_ev=-37317.610
C -2.05782 2.11189 -0.70808
C -2.77456 0.93847 -0.46658
C -0.71285 2.12685 -0.84578
C -2.04404 -0.25889 -0.42767
C 0.09802 1.02248 -0.78299
C -0.68117 -0.20405 -0.86721
C 1.51513 1.07494 -0.58436
C 2.18066 0.07350 0.16706
C 0.72611 -0.81718 1.97624
C 1.83734 -0.82674 1.16824
C -0.09448 -1.47636 -1.15997
O -0.26111 -0.09771 1.94254
O 0.81256 -1.80162 2.96932
S -0.35299 -2.85985 -0.39275
S 1.36736 -1.40614 -2.22929
H -2.54381 3.12791 -0.62767
H -3.80741 1.13062 -0.36069
H -0.12276 3.08223 -0.85637
H -2.63838 -1.09788 -0.12254
H 2.04231 1.84856 -0.96250
H 3.31256 0.04656 0.23911
H 2.57831 -1.46705 1.61052
H 0.13626 -1.51444 3.56713
H 1.48476 -2.75611 -2.24571